No. 1
C53H66BClNO3 | ωB97M-V/def2-TZVPD

Multiplicity   1
Net charge   -1
Largest force on an atom   2.35 eV/Å
Orbital gap   7.64 eV
LUMO   1.925 eV
DFT total energy   -2824.675135 Ha

Each atom is followed by the atoms it is bonded to, with distances in Å.
Atoms and positions in Å:
1 C -1.93 1.99 -0.39  C2 1.330, H24 1.079, H25 1.077
2 C -2.51 1.02 -1.08  C1 1.330, C3 1.494, H26 1.077
3 C -2.45 -0.37 -0.53  C2 1.494, O4 1.213, O5 1.353
4 O -3.02 -0.68 0.49  C3 1.213
5 O -1.71 -1.27 -1.23  C3 1.353, C6 1.454
6 C -0.30 -0.95 -1.36  O5 1.454, C7 1.515, H27 1.086, H28 1.086
7 C 0.12 -0.98 -2.82  C6 1.515, C8 1.531, H29 1.087, H30 1.087
8 C -0.23 0.31 -3.55  C7 1.531, C9 1.516, H31 1.090, H32 1.084
9 C 0.74 0.66 -4.66  C8 1.516, C10 1.546, H33 1.084, H34 1.091
10 C 2.13 1.11 -4.16  C9 1.546, C11 1.541, H35 1.091, H36 1.089
11 C 2.38 2.63 -4.22  C10 1.541, B12 1.662, H37 1.094, H38 1.091
12 B 2.62 3.36 -2.75  C11 1.662, C13 1.644, C15 1.651, C20 1.680
13 C 2.82 4.95 -3.09  B12 1.644, C14 1.326, H39 1.087
14 C 3.40 5.87 -2.32  C13 1.326, H40 1.084, H41 1.081
15 C 4.03 2.75 -2.12  B12 1.651, C16 1.545, H42 1.089, H43 1.093
16 C 4.05 2.53 -0.59  C15 1.545, C17 1.533, H44 1.094, H45 1.087
17 C 3.69 1.09 -0.23  C16 1.533, C18 1.524, H46 1.093, H47 1.087
18 C 2.95 0.95 1.10  C17 1.524, N19 1.490, H48 1.085, H49 1.085
19 N 2.31 -0.40 1.20  C18 1.490, H50 1.010, H51 1.011
20 C 1.27 3.04 -1.81  B12 1.680, C21 1.474, H52 1.088, H53 1.089
21 C 0.82 4.11 -0.89  C20 1.474, O22 1.215, Cl23 1.824
22 O 0.97 4.13 0.31  C21 1.215
23 Cl -0.11 5.50 -1.61  C21 1.824
24 H -1.71 2.92 -0.89  C1 1.079
25 H -1.68 1.86 0.65  C1 1.077
26 H -2.99 1.22 -2.02  C2 1.077
27 H 0.23 -1.71 -0.79  C6 1.086
28 H -0.07 0.01 -0.90  C6 1.086
29 H 1.19 -1.20 -2.82  C7 1.087
30 H -0.42 -1.81 -3.26  C7 1.087
31 H -1.21 0.16 -4.01  C8 1.090
32 H -0.35 1.10 -2.83  C8 1.084
33 H 0.36 1.41 -5.34  C9 1.084
34 H 0.89 -0.25 -5.24  C9 1.091
35 H 2.29 0.69 -3.17  C10 1.091
36 H 2.86 0.63 -4.81  C10 1.089
37 H 1.58 3.13 -4.77  C11 1.094
38 H 3.31 2.81 -4.78  C11 1.091
39 H 2.46 5.30 -4.05  C13 1.087
40 H 3.51 6.87 -2.72  C14 1.084
41 H 3.80 5.69 -1.34  C14 1.081
42 H 4.80 3.49 -2.34  C15 1.089
43 H 4.36 1.82 -2.58  C15 1.093
44 H 5.10 2.66 -0.28  C16 1.094
45 H 3.48 3.26 -0.03  C16 1.087
46 H 3.01 0.74 -1.01  C17 1.093
47 H 4.57 0.45 -0.29  C17 1.087
48 H 3.63 1.09 1.93  C18 1.085
49 H 2.15 1.68 1.08  C18 1.085
50 H 1.31 -0.26 1.28  N19 1.010
51 H 2.44 -0.90 0.33  N19 1.011
52 H 1.35 2.15 -1.20  C20 1.088
53 H 0.45 2.87 -2.50  C20 1.089
54 C 7.28 4.84 1.08  C55 1.388, C59 1.387, H60 1.083
55 C 8.56 5.38 0.95  C54 1.388, C56 1.389, H61 1.083
56 C 8.72 6.63 0.35  C55 1.389, C57 1.389, H62 1.083
57 C 7.62 7.33 -0.11  C56 1.389, C58 1.388, H63 1.083
58 C 6.35 6.79 0.03  C57 1.388, C59 1.386, H64 1.082
59 C 6.18 5.54 0.62  C54 1.387, C58 1.386, H65 1.083
60 H 7.15 3.87 1.54  C54 1.083
61 H 9.42 4.84 1.31  C55 1.083
62 H 9.72 7.05 0.25  C56 1.083
63 H 7.75 8.30 -0.57  C57 1.083
64 H 5.48 7.33 -0.33  C58 1.082
65 H 5.19 5.13 0.71  C59 1.083
66 C 2.01 1.19 -8.31  C67 1.388, C71 1.388, H72 1.083
67 C 0.92 2.05 -8.22  C66 1.388, C68 1.388, H73 1.082
68 C -0.05 2.04 -9.21  C67 1.388, C69 1.388, H74 1.083
69 C 0.06 1.17 -10.29  C68 1.388, C70 1.387, H75 1.083
70 C 1.15 0.31 -10.37  C69 1.387, C71 1.389, H76 1.083
71 C 2.12 0.32 -9.38  C66 1.388, C70 1.389, H77 1.083
72 H 2.76 1.20 -7.53  C66 1.083
73 H 0.82 2.72 -7.38  C67 1.082
74 H -0.90 2.71 -9.15  C68 1.083
75 H -0.70 1.16 -11.06  C69 1.083
76 H 1.24 -0.37 -11.21  C70 1.083
77 H 2.97 -0.34 -9.45  C71 1.083
78 C -4.13 -3.34 1.24  C79 1.387, C83 1.389, H84 1.080
79 C -2.98 -4.03 0.88  C78 1.387, C80 1.389, H85 1.082
80 C -2.85 -5.38 1.16  C79 1.389, C81 1.389, H86 1.083
81 C -3.88 -6.05 1.81  C80 1.389, C82 1.388, H87 1.084
82 C -5.03 -5.37 2.17  C81 1.388, C83 1.389, H88 1.084
83 C -5.15 -4.01 1.89  C78 1.389, C82 1.389, H89 1.083
84 H -4.22 -2.29 1.02  C78 1.080
85 H -2.18 -3.50 0.37  C79 1.082
86 H -1.95 -5.91 0.88  C80 1.083
87 H -3.79 -7.11 2.03  C81 1.084
88 H -5.84 -5.89 2.68  C82 1.084
89 H -6.05 -3.48 2.18  C83 1.083
90 C -7.22 -8.46 2.02  C91 1.388, C95 1.388, H96 1.082
91 C -7.01 -8.70 3.38  C90 1.388, C92 1.388, H97 1.083
92 C -7.89 -9.51 4.08  C91 1.388, C93 1.388, H98 1.082
93 C -8.97 -10.09 3.43  C92 1.388, C94 1.388, H99 1.083
94 C -9.18 -9.86 2.08  C93 1.388, C95 1.388, H100 1.083
95 C -8.30 -9.04 1.38  C90 1.388, C94 1.388, H101 1.082
96 H -6.54 -7.83 1.47  C90 1.082
97 H -6.17 -8.25 3.88  C91 1.083
98 H -7.73 -9.69 5.14  C92 1.082
99 H -9.66 -10.72 3.98  C93 1.083
100 H -10.02 -10.31 1.57  C94 1.083
101 H -8.47 -8.85 0.32  C95 1.082
102 C 5.97 4.79 5.66  C103 1.388, C107 1.388, H108 1.082
103 C 7.00 4.85 6.59  C102 1.388, C104 1.388, H109 1.083
104 C 8.08 5.70 6.38  C103 1.388, C105 1.389, H110 1.083
105 C 8.12 6.50 5.25  C104 1.389, C106 1.388, H111 1.083
106 C 7.08 6.44 4.32  C105 1.388, C107 1.388, H112 1.083
107 C 6.01 5.58 4.53  C102 1.388, C106 1.388, H113 1.082
108 H 5.14 4.12 5.83  C102 1.082
109 H 6.97 4.23 7.48  C103 1.083
110 H 8.88 5.74 7.10  C104 1.083
111 H 8.95 7.17 5.09  C105 1.083
112 H 7.11 7.06 3.43  C106 1.083
113 H 5.21 5.53 3.80  C107 1.082
114 C -9.66 -6.97 5.78  C115 1.388, C119 1.388, H120 1.082
115 C -10.70 -6.97 6.70  C114 1.388, C116 1.388, H121 1.083
116 C -10.53 -6.38 7.94  C115 1.388, C117 1.388, H122 1.083
117 C -9.32 -5.78 8.26  C116 1.388, C118 1.388, H123 1.082
118 C -8.28 -5.77 7.34  C117 1.388, C119 1.388, H124 1.082
119 C -8.45 -6.37 6.10  C114 1.388, C118 1.388, H125 1.083
120 H -9.80 -7.43 4.81  C114 1.082
121 H -11.64 -7.44 6.45  C115 1.083
122 H -11.33 -6.39 8.66  C116 1.083
123 H -9.18 -5.31 9.23  C117 1.082
124 H -7.34 -5.29 7.59  C118 1.082
125 H -7.64 -6.36 5.38  C119 1.083

No. 2
C53H67NO6P | ωB97M-V/def2-TZVPD

Multiplicity   2
Largest force on an atom   3.11 eV/Å
Orbital gap   6.55 eV
LUMO   -1.171 eV
DFT total energy   -2906.861169 Ha

Each atom is followed by the atoms it is bonded to, with distances in Å.
Atoms and positions in Å:
1 C 10.26 4.91 3.35  C2 1.650, H30 1.182, H31 1.171, H32 1.184
2 C 9.74 3.35 3.25  C1 1.650, P3 1.911, H33 1.192, H34 1.194
3 P 7.89 3.09 3.62  C2 1.911, C4 1.939, C5 1.950
4 C 7.19 4.86 4.04  P3 1.939, H35 1.176, H36 1.189, H37 1.178
5 C 6.95 2.35 2.08  P3 1.950, C6 1.645, C20 1.666, C29 1.631
6 C 7.15 3.29 0.75  C5 1.645, C7 1.638, H38 1.194, H39 1.181
7 C 6.31 4.70 0.76  C6 1.638, C8 1.666, H40 1.172, H41 1.187
8 C 5.38 4.82 -0.62  C7 1.666, C9 1.640, H42 1.178, H43 1.191
9 C 3.76 4.75 -0.32  C8 1.640, C10 1.640, H44 1.194, H45 1.170
10 C 3.22 5.90 0.71  C9 1.640, C11 1.650, H46 1.179, H47 1.193
11 C 2.82 5.29 2.19  C10 1.650, C12 1.667, H48 1.172, H49 1.181
12 C 1.63 6.27 2.84  C11 1.667, C13 1.650, H50 1.187, H51 1.187
13 C 0.17 5.94 2.16  C12 1.650, C14 1.644, H52 1.172, H53 1.173
14 C -0.67 4.80 2.99  C13 1.644, C15 1.657, H54 1.193, H55 1.190
15 C -0.48 3.27 2.37  C14 1.657, C16 1.644, H56 1.191, H57 1.175
16 C -0.16 2.27 3.64  C15 1.644, C17 1.667, H58 1.193, H59 1.176
17 C -0.64 0.70 3.37  C16 1.667, O18 1.472, H60 1.183, H61 1.175
18 O 0.05 0.06 2.24  C17 1.472, C19 1.471
19 C -0.76 0.10 1.01  O18 1.471, H62 1.177, H63 1.174, H64 1.190
20 C 7.77 0.94 1.75  C5 1.666, C21 1.638, H65 1.189, H66 1.170
21 C 6.98 -0.36 2.34  C20 1.638, C22 1.673, C23 1.638, N24 1.509
22 C 7.80 -1.70 1.75  C21 1.673, H67 1.171, H68 1.190, H69 1.175
23 C 6.99 -0.52 3.97  C21 1.638, H70 1.189, H71 1.190, H72 1.182
24 N 5.61 -0.38 1.69  C21 1.509, O25 1.344, C26 1.503
25 O 5.66 -0.52 0.36  N24 1.344
26 C 4.71 0.73 2.15  N24 1.503, C27 1.672, C28 1.668, C29 1.627
27 C 3.72 0.30 3.43  C26 1.672, H73 1.194, H74 1.182, H75 1.170
28 C 3.65 1.05 0.90  C26 1.668, H76 1.172, H77 1.193, H78 1.172
29 C 5.41 2.13 2.57  C5 1.631, C26 1.627, H79 1.194, H80 1.194
30 H 10.08 5.34 4.44  C1 1.182
31 H 9.69 5.51 2.52  C1 1.171
32 H 11.43 4.88 3.21  C1 1.184
33 H 10.08 2.82 2.24  C2 1.192
34 H 10.34 2.76 4.10  C2 1.194
35 H 7.65 5.31 5.03  C4 1.176
36 H 6.01 4.85 4.04  C4 1.189
37 H 7.55 5.56 3.16  C4 1.178
38 H 8.30 3.60 0.73  C6 1.194
39 H 6.97 2.70 -0.26  C6 1.181
40 H 5.64 4.88 1.71  C7 1.172
41 H 7.08 5.60 0.68  C7 1.187
42 H 5.62 3.98 -1.40  C8 1.178
43 H 5.57 5.85 -1.18  C8 1.191
44 H 3.20 4.94 -1.36  C9 1.194
45 H 3.44 3.69 0.03  C9 1.170
46 H 2.26 6.42 0.24  C10 1.179
47 H 4.08 6.72 0.78  C10 1.193
48 H 3.76 5.41 2.88  C11 1.172
49 H 2.42 4.18 2.15  C11 1.181
50 H 1.90 7.42 2.71  C12 1.187
51 H 1.61 6.07 4.00  C12 1.187
52 H 0.34 5.53 1.07  C13 1.172
53 H -0.48 6.91 2.09  C13 1.173
54 H -0.20 4.78 4.09  C14 1.193
55 H -1.84 5.03 3.05  C14 1.190
56 H -1.46 2.96 1.77  C15 1.191
57 H 0.44 3.25 1.63  C15 1.175
58 H 1.01 2.30 3.87  C16 1.193
59 H -0.78 2.65 4.57  C16 1.176
60 H -0.34 0.10 4.34  C17 1.183
61 H -1.82 0.67 3.30  C17 1.175
62 H -0.54 -0.85 0.36  C19 1.177
63 H -1.92 0.14 1.19  C19 1.174
64 H -0.40 1.04 0.37  C19 1.190
65 H 7.85 0.89 0.57  C20 1.189
66 H 8.87 0.94 2.15  C20 1.170
67 H 7.06 -2.60 1.74  C22 1.171
68 H 8.09 -1.45 0.63  C22 1.190
69 H 8.79 -1.89 2.36  C22 1.175
70 H 8.11 -0.53 4.38  C23 1.189
71 H 6.48 0.43 4.49  C23 1.190
72 H 6.50 -1.52 4.36  C23 1.182
73 H 2.90 1.17 3.49  C27 1.194
74 H 4.28 0.34 4.47  C27 1.182
75 H 3.25 -0.76 3.28  C27 1.170
76 H 4.17 1.63 0.02  C28 1.172
77 H 2.84 1.78 1.38  C28 1.193
78 H 3.07 0.08 0.59  C28 1.172
79 H 4.66 3.00 2.24  C29 1.194
80 H 5.41 2.18 3.76  C29 1.194
81 C -6.69 -3.00 -2.39  C82 1.395, C86 1.396, H97 1.088
82 C -7.24 -2.75 -3.64  C81 1.395, C83 1.396, H98 1.088
83 C -6.51 -2.05 -4.60  C82 1.396, C84 1.400, H99 1.089
84 C -5.23 -1.58 -4.30  C83 1.400, C85 1.394, C95 1.476
85 C -4.68 -1.81 -3.04  C84 1.394, C86 1.401, C87 1.477
86 C -5.41 -2.53 -2.08  C81 1.396, C85 1.401, H100 1.089
87 C -3.35 -1.27 -2.69  C85 1.477, O88 1.225, C89 1.477
88 O -2.87 -1.48 -1.58  C87 1.225
89 C -2.61 -0.49 -3.70  C87 1.477, C90 1.401, C94 1.394
90 C -1.36 0.07 -3.36  C89 1.401, C91 1.397, H101 1.089
91 C -0.65 0.80 -4.31  C90 1.397, C92 1.395, H102 1.088
92 C -1.16 0.97 -5.60  C91 1.395, C93 1.396, H103 1.088
93 C -2.40 0.42 -5.93  C92 1.396, C94 1.401, H104 1.089
94 C -3.13 -0.31 -4.97  C89 1.394, C93 1.401, C95 1.476
95 C -4.45 -0.85 -5.33  C84 1.476, C94 1.476, O96 1.226
96 O -4.91 -0.70 -6.45  C95 1.226
97 H -7.25 -3.55 -1.64  C81 1.088
98 H -8.24 -3.11 -3.88  C82 1.088
99 H -6.95 -1.86 -5.58  C83 1.089
100 H -4.99 -2.72 -1.10  C86 1.089
101 H -0.95 -0.06 -2.36  C90 1.089
102 H 0.31 1.24 -4.05  C91 1.088
103 H -0.60 1.53 -6.34  C92 1.088
104 H -2.80 0.56 -6.93  C93 1.089
105 C -7.39 -10.03 -3.93  C106 1.395, C110 1.396, H121 1.088
106 C -7.02 -8.76 -4.37  C105 1.395, C107 1.396, H122 1.088
107 C -7.92 -7.69 -4.26  C106 1.396, C108 1.400, H123 1.089
108 C -9.19 -7.90 -3.72  C107 1.400, C109 1.394, C119 1.476
109 C -9.57 -9.18 -3.30  C108 1.394, C110 1.401, C111 1.477
110 C -8.66 -10.24 -3.40  C105 1.396, C109 1.401, H124 1.089
111 C -10.92 -9.42 -2.77  C109 1.477, O112 1.225, C113 1.477
112 O -11.25 -10.54 -2.40  C111 1.225
113 C -11.88 -8.30 -2.71  C111 1.477, C114 1.401, C118 1.394
114 C -13.19 -8.53 -2.27  C113 1.401, C115 1.397, H125 1.089
115 C -14.10 -7.47 -2.19  C114 1.397, C116 1.395, H126 1.088
116 C -13.70 -6.19 -2.54  C115 1.395, C117 1.396, H127 1.088
117 C -12.40 -5.95 -2.99  C116 1.396, C118 1.401, H128 1.089
118 C -11.49 -7.02 -3.08  C113 1.394, C117 1.401, C119 1.476
119 C -10.13 -6.77 -3.59  C108 1.476, C118 1.476, O120 1.226
120 O -9.78 -5.64 -3.91  C119 1.226
121 H -6.68 -10.85 -4.01  C105 1.088
122 H -6.04 -8.59 -4.80  C106 1.088
123 H -7.62 -6.70 -4.61  C107 1.089
124 H -8.94 -11.24 -3.06  C110 1.089
125 H -13.51 -9.53 -1.98  C114 1.089
126 H -15.12 -7.66 -1.85  C115 1.088
127 H -14.41 -5.36 -2.48  C116 1.088
128 H -12.10 -4.95 -3.27  C117 1.089